The following is a DFT calculation (ωB97M-V/def2-TZVPD) of a cluster of 2 separate species, C2H2F2O2 in total.

E_HOMO	-10.40	eV
SMILES	O=C(F)F.C=O
total charge	0
orbital gap	0.4090	Eh

Last column: natural (NBO) charge in e.
Atoms and positions in Å:
1 O 2.402 1.155 -0.311  -0.5512
2 C 3.094 0.249 -0.176  1.1518
3 F 3.420 -0.253 1.037  -0.3293
4 F 3.791 -0.391 -1.027  -0.2783
5 C 0.073 -0.323 0.343  0.3249
6 O 0.970 -1.067 0.283  -0.5099
7 H -0.259 0.533 -0.299  0.1075
8 H -0.640 -0.249 1.193  0.0844

Atomic forces in eV per Å
-1.39 2.04 -0.88
1.36 -1.13 2.99
-0.23 0.21 -0.68
0.57 -0.79 -1.51
-3.42 2.94 1.20
1.79 -1.80 -0.63
1.12 -0.58 -0.90
0.20 -0.89 0.39

The following is a DFT calculation (ωB97M-V/def2-TZVPD) of a structure of composition C49H40ClF5GeMnN3O4.

E_HOMO (spin up / spin down)	-1.63 / -4.25	eV
spin multiplicity	6
total charge	-1
orbital gap (spin up / spin down)	0.1338 / 0.2300	Eh

Last column: Mulliken charge in e.
Atoms and positions in Å:
1 Mn 1.475 -0.313 1.234  0.9369
2 Cl -1.809 -1.595 7.923  -0.2669
3 C -1.203 -0.909 6.431  0.3144
4 C -1.253 0.476 6.266  -1.2461
5 C -0.730 0.979 5.077  -0.2799
6 C -0.185 0.157 4.120  0.6096
7 O 0.383 0.768 2.952  0.0546
8 C -0.192 -1.262 4.222  1.0669
9 C 0.182 -2.219 3.270  -1.2347
10 N 0.670 -2.005 2.051  0.2854
11 C 0.770 -3.080 1.169  0.2663
12 C -0.037 -4.223 1.224  -0.3814
13 C 0.123 -5.237 0.291  -0.9099
14 C 1.079 -5.142 -0.707  -0.8162
15 C 1.895 -4.004 -0.808  1.2754
16 C 2.880 -3.821 -1.815  -1.0208
17 C 3.676 -2.672 -1.790  -1.0875
18 C 3.483 -1.724 -0.811  -0.4219
19 N 2.525 -1.839 0.143  -0.0514
20 C 1.742 -2.964 0.151  0.1997
21 C -0.713 -1.742 5.469  -1.7977
22 H -1.664 1.126 7.022  0.4242
23 H -0.766 2.048 4.913  0.4897
24 H 0.039 -3.253 3.579  0.4660
25 H -0.823 -4.293 1.965  0.3963
26 H -0.525 -6.105 0.332  0.3524
27 H 1.191 -5.934 -1.438  0.3575
28 H 3.009 -4.580 -2.578  0.3873
29 H 4.459 -2.521 -2.524  0.3975
30 H 4.123 -0.853 -0.743  0.6576
31 H -0.733 -2.812 5.628  0.4233
32 O 1.159 1.085 -0.347  -0.3893
33 C 0.451 0.400 -1.160  0.6258
34 O -0.155 -0.630 -0.839  -0.4146
35 C 0.365 0.864 -2.601  -0.6540
36 C -1.075 1.067 -3.086  -1.3962
37 Ge -2.459 -0.236 -2.537  1.5240
38 C -2.110 -2.075 -3.080  0.3379
39 C -0.988 -2.416 -3.830  -0.5430
40 C -0.794 -3.716 -4.274  -0.6002
41 C -1.723 -4.698 -3.970  -0.4617
42 C -2.843 -4.378 -3.217  -0.8167
43 C -3.033 -3.076 -2.778  -0.0188
44 C -3.953 0.353 -3.724  0.0122
45 C -4.591 -0.522 -4.603  -0.1913
46 C -5.560 -0.078 -5.494  -0.7085
47 C -5.913 1.263 -5.530  -0.4380
48 C -5.293 2.152 -4.665  -0.8168
49 C -4.326 1.698 -3.779  -0.1317
50 C -3.129 -0.119 -0.707  0.4060
51 C -3.727 1.050 -0.244  -0.2119
52 C -4.148 1.165 1.074  -0.8757
53 C -3.976 0.103 1.948  -0.4849
54 C -3.386 -1.070 1.498  -0.5477
55 C -2.958 -1.177 0.184  0.2438
56 H 0.829 0.069 -3.187  0.2571
57 H 0.960 1.771 -2.729  0.1977
58 H -1.102 1.065 -4.179  0.3319
59 H -1.450 2.045 -2.773  0.5638
60 H -0.248 -1.662 -4.064  0.0000
61 H 0.094 -3.964 -4.842  0.3649
62 H -1.565 -5.717 -4.303  0.3721
63 H -3.566 -5.146 -2.967  0.4018
64 H -3.912 -2.838 -2.189  0.4257
65 H -4.326 -1.573 -4.597  0.2783
66 H -6.037 -0.782 -6.165  0.3859
67 H -6.661 1.613 -6.231  0.3622
68 H -5.560 3.202 -4.682  0.3894
69 H -3.855 2.419 -3.120  0.1527
70 H -3.885 1.885 -0.918  0.1020
71 H -4.599 2.087 1.420  0.3746
72 H -4.283 0.192 2.983  0.3737
73 H -3.239 -1.897 2.181  0.3547
74 H -2.455 -2.080 -0.140  0.1535
75 F 2.470 1.337 4.714  -0.4577
76 C 1.823 2.326 4.104  1.0871
77 C 0.815 2.043 3.181  -0.1798
78 C 0.171 3.104 2.552  -0.0617
79 F -0.812 2.874 1.691  -0.1830
80 C 0.510 4.416 2.848  0.1733
81 F -0.111 5.425 2.231  -0.3641
82 C 1.482 4.682 3.798  0.5055
83 F 1.825 5.944 4.078  -0.3525
84 C 2.141 3.632 4.422  0.4182
85 F 3.112 3.892 5.304  -0.3903
86 O 3.396 0.795 1.573  -0.5009
87 C 4.360 1.461 1.222  0.0760
88 C 4.896 2.636 1.991  -1.0678
89 C 4.332 3.903 1.308  0.1690
90 C 4.454 3.999 -0.223  -1.4182
91 C 3.565 3.015 -1.003  0.0733
92 C 4.175 1.619 -1.178  -0.2451
93 N 4.989 1.276 0.002  -0.1307
94 H 5.988 2.642 1.944  0.4657
95 H 4.599 2.588 3.038  0.2716
96 H 4.819 4.769 1.764  0.4934
97 H 3.273 3.969 1.546  -0.2087
98 H 5.504 3.904 -0.528  0.3396
99 H 4.160 5.015 -0.496  0.4705
100 H 3.333 3.423 -1.990  0.5649
101 H 2.607 2.898 -0.488  -0.1236
102 H 4.843 1.574 -2.039  0.5359
103 H 3.388 0.881 -1.305  -0.5741
104 H 5.850 1.806 -0.022  0.4772

Atomic forces in eV per Å
-0.01 -1.52 -0.66
-0.02 -0.02 0.01
-0.04 0.04 0.02
0.03 -0.08 -0.01
-0.07 -0.02 -0.01
-0.12 0.05 -0.13
0.45 -0.08 -0.14
-0.13 0.09 0.22
0.10 -0.05 -0.20
-0.01 0.82 0.12
0.23 -0.54 -0.35
0.04 0.35 0.08
0.06 -0.20 -0.20
-0.16 0.04 0.12
0.02 0.35 0.19
0.01 -0.27 -0.24
0.02 0.25 0.15
0.18 -0.10 -0.35
-0.51 1.35 0.87
-0.37 -0.63 -0.01
0.01 -0.06 -0.04
-0.03 0.00 0.02
0.01 -0.01 0.03
0.03 0.02 0.04
-0.02 0.00 -0.01
-0.01 -0.01 0.01
-0.01 -0.03 -0.04
0.01 -0.01 0.00
0.03 -0.01 0.01
-0.03 -0.21 0.03
0.03 0.00 0.03
0.26 -0.06 0.38
-0.17 -0.01 0.05
-0.09 0.05 0.00
-0.13 0.01 0.00
0.07 -0.14 0.13
-0.07 0.03 -0.20
-0.01 0.04 0.10
-0.04 0.02 0.02
0.06 0.00 0.00
0.04 -0.06 0.00
-0.03 -0.03 0.02
-0.02 0.02 -0.01
0.12 0.04 -0.01
-0.01 -0.05 0.03
-0.02 -0.01 0.00
-0.01 0.00 -0.02
-0.02 0.02 0.01
0.00 -0.01 0.04
0.18 0.07 0.00
-0.11 -0.07 -0.05
0.02 0.05 0.00
0.03 -0.02 0.06
0.00 0.00 0.04
0.05 -0.02 -0.01
0.09 0.01 -0.02
-0.03 0.01 -0.02
-0.05 0.04 -0.01
0.01 0.02 0.03
0.05 0.02 -0.01
0.01 0.00 0.00
-0.01 0.01 0.00
0.00 0.01 0.01
-0.01 0.00 0.01
0.02 -0.01 -0.02
0.00 -0.01 -0.01
-0.01 0.00 0.01
0.00 0.00 0.00
0.03 0.02 -0.02
0.03 0.03 0.01
-0.01 0.01 0.00
-0.02 0.00 0.00
0.04 -0.03 0.03
0.05 0.01 0.01
-0.08 0.08 -0.05
-0.04 -0.15 -0.19
-0.06 0.29 -0.09
0.06 -0.14 -0.03
0.05 -0.02 0.08
0.10 0.05 0.06
0.03 -0.05 0.05
0.04 -0.01 -0.13
-0.05 -0.13 -0.02
0.07 0.11 -0.09
-0.03 -0.01 -0.03
0.24 0.73 0.08
-0.12 -0.60 -0.03
0.01 -0.02 0.00
0.15 0.03 0.04
-0.02 -0.02 -0.01
0.02 0.04 -0.01
-0.11 0.12 0.02
0.09 0.09 0.15
0.00 0.00 -0.01
-0.04 0.01 0.01
-0.04 0.00 0.00
-0.24 0.03 0.12
0.02 0.02 -0.02
0.01 0.00 0.02
0.00 0.01 0.00
0.01 0.02 -0.02
-0.01 -0.02 -0.01
-0.01 0.05 -0.04
-0.06 -0.02 -0.01

The following is a DFT calculation (ωB97M-V/def2-TZVPD) of the molecule C12H18N4O2S.

E_HOMO	-8.83	eV
SMILES	Cc1nnc(SCC(=O)NC2CCCCC2)[nH]c1=O
total charge	0
orbital gap	0.3330	Eh

Last column: natural (NBO) charge in e.
Atoms and positions in Å:
1 C -6.374 0.516 0.938  -0.6436
2 C -5.082 -0.036 0.450  0.1177
3 N -4.855 -1.302 0.545  -0.1963
4 N -3.717 -1.839 0.102  -0.3331
5 C -2.801 -1.066 -0.382  0.2636
6 S -1.339 -1.906 -0.888  0.2991
7 C -0.579 -0.728 -2.078  -0.6255
8 C 0.146 0.365 -1.310  0.6746
9 O -0.423 1.400 -1.004  -0.6483
10 N 1.409 0.079 -0.983  -0.6019
11 C 2.214 0.937 -0.131  -0.0570
12 C 3.668 0.935 -0.605  -0.4047
13 C 4.354 -0.405 -0.347  -0.3991
14 C 4.252 -0.790 1.126  -0.3996
15 C 2.793 -0.848 1.567  -0.4032
16 C 2.113 0.498 1.334  -0.4058
17 N -2.918 0.277 -0.490  -0.6155
18 C -4.101 0.912 -0.102  0.5983
19 O -4.236 2.108 -0.215  -0.5802
20 H -6.889 1.016 0.119  0.2316
21 H -6.182 1.265 1.705  0.2323
22 H -6.990 -0.283 1.338  0.2342
23 H 0.096 -1.330 -2.683  0.2430
24 H -1.366 -0.309 -2.703  0.2544
25 H 1.782 -0.832 -1.196  0.3977
26 H 1.787 1.941 -0.234  0.2375
27 H 3.705 1.179 -1.668  0.2149
28 H 4.201 1.718 -0.063  0.2117
29 H 3.901 -1.189 -0.960  0.1794
30 H 5.402 -0.333 -0.640  0.2178
31 H 4.730 -1.758 1.290  0.2108
32 H 4.781 -0.049 1.729  0.1969
33 H 2.269 -1.632 1.014  0.1899
34 H 2.735 -1.104 2.626  0.2178
35 H 2.592 1.258 1.953  0.2073
36 H 1.061 0.447 1.620  0.2202
37 H -2.139 0.888 -0.780  0.4629

Atomic forces in eV per Å
0.05 0.06 -0.04
0.00 0.12 0.02
-1.00 0.49 0.44
1.20 -0.72 -0.51
-0.09 0.12 -0.02
0.25 0.03 -0.26
-0.37 -0.14 0.56
-0.15 -0.49 -0.48
-0.15 0.36 0.14
0.50 -0.13 -0.01
0.04 0.45 0.27
-0.12 -0.14 -0.13
0.14 0.25 0.22
-0.14 -0.27 -0.16
0.18 0.26 0.17
-0.13 -0.13 -0.15
-0.36 0.22 0.09
0.40 -0.35 -0.16
-0.19 0.16 0.07
-0.09 0.08 0.00
-0.07 0.08 0.04
-0.01 -0.04 0.01
-0.02 -0.01 -0.03
0.15 0.04 -0.03
-0.17 0.03 -0.11
0.10 -0.18 0.00
0.00 0.10 0.01
0.03 0.05 0.01
0.03 -0.10 -0.08
-0.03 -0.08 -0.10
0.07 0.03 0.06
0.07 0.02 0.06
-0.05 -0.10 0.02
-0.08 -0.09 -0.02
0.01 0.06 0.06
-0.02 0.09 0.02
0.00 -0.15 0.04

Repeat the third record exactly.
The following is a DFT calculation (ωB97M-V/def2-TZVPD) of the molecule C12H18N4O2S.

E_HOMO	-8.83	eV
SMILES	Cc1nnc(SCC(=O)NC2CCCCC2)[nH]c1=O
total charge	0
orbital gap	0.3330	Eh

Last column: natural (NBO) charge in e.
Atoms and positions in Å:
1 C -6.374 0.516 0.938  -0.6436
2 C -5.082 -0.036 0.450  0.1177
3 N -4.855 -1.302 0.545  -0.1963
4 N -3.717 -1.839 0.102  -0.3331
5 C -2.801 -1.066 -0.382  0.2636
6 S -1.339 -1.906 -0.888  0.2991
7 C -0.579 -0.728 -2.078  -0.6255
8 C 0.146 0.365 -1.310  0.6746
9 O -0.423 1.400 -1.004  -0.6483
10 N 1.409 0.079 -0.983  -0.6019
11 C 2.214 0.937 -0.131  -0.0570
12 C 3.668 0.935 -0.605  -0.4047
13 C 4.354 -0.405 -0.347  -0.3991
14 C 4.252 -0.790 1.126  -0.3996
15 C 2.793 -0.848 1.567  -0.4032
16 C 2.113 0.498 1.334  -0.4058
17 N -2.918 0.277 -0.490  -0.6155
18 C -4.101 0.912 -0.102  0.5983
19 O -4.236 2.108 -0.215  -0.5802
20 H -6.889 1.016 0.119  0.2316
21 H -6.182 1.265 1.705  0.2323
22 H -6.990 -0.283 1.338  0.2342
23 H 0.096 -1.330 -2.683  0.2430
24 H -1.366 -0.309 -2.703  0.2544
25 H 1.782 -0.832 -1.196  0.3977
26 H 1.787 1.941 -0.234  0.2375
27 H 3.705 1.179 -1.668  0.2149
28 H 4.201 1.718 -0.063  0.2117
29 H 3.901 -1.189 -0.960  0.1794
30 H 5.402 -0.333 -0.640  0.2178
31 H 4.730 -1.758 1.290  0.2108
32 H 4.781 -0.049 1.729  0.1969
33 H 2.269 -1.632 1.014  0.1899
34 H 2.735 -1.104 2.626  0.2178
35 H 2.592 1.258 1.953  0.2073
36 H 1.061 0.447 1.620  0.2202
37 H -2.139 0.888 -0.780  0.4629

Atomic forces in eV per Å
0.05 0.06 -0.04
0.00 0.12 0.02
-1.00 0.49 0.44
1.20 -0.72 -0.51
-0.09 0.12 -0.02
0.25 0.03 -0.26
-0.37 -0.14 0.56
-0.15 -0.49 -0.48
-0.15 0.36 0.14
0.50 -0.13 -0.01
0.04 0.45 0.27
-0.12 -0.14 -0.13
0.14 0.25 0.22
-0.14 -0.27 -0.16
0.18 0.26 0.17
-0.13 -0.13 -0.15
-0.36 0.22 0.09
0.40 -0.35 -0.16
-0.19 0.16 0.07
-0.09 0.08 0.00
-0.07 0.08 0.04
-0.01 -0.04 0.01
-0.02 -0.01 -0.03
0.15 0.04 -0.03
-0.17 0.03 -0.11
0.10 -0.18 0.00
0.00 0.10 0.01
0.03 0.05 0.01
0.03 -0.10 -0.08
-0.03 -0.08 -0.10
0.07 0.03 0.06
0.07 0.02 0.06
-0.05 -0.10 0.02
-0.08 -0.09 -0.02
0.01 0.06 0.06
-0.02 0.09 0.02
0.00 -0.15 0.04